*a*
The following is a DFT calculation (ωB97M-V with the def2-TZVPD basis set) of 15 unconnected molecules or ions with the total composition C4H28BO22.

Structure (XYZ):
```
55
Properties=species:S:1:pos:R:3
O -16.713 38.047 1.678
C -15.589 37.752 2.062
O -15.232 36.728 2.866
B -13.782 36.730 3.169
O -13.291 37.781 2.336
C -14.282 38.520 1.803
O -14.220 39.621 1.231
O -13.197 35.433 2.810
C -12.609 34.797 3.853
O -12.067 33.689 3.896
C -12.802 35.691 5.079
O -13.401 36.818 4.631
O -12.494 35.418 6.251
O -19.471 38.575 1.996
H -19.514 38.042 1.202
H -18.553 38.533 2.264
O -13.098 35.683 9.027
H -13.155 34.731 9.111
H -12.860 35.830 8.112
O -13.979 32.953 0.512
H -13.439 33.205 1.261
H -14.183 33.779 0.074
O -15.151 32.684 4.197
H -15.280 31.760 3.984
H -14.201 32.794 4.227
O -15.785 38.208 6.005
H -15.066 38.701 5.609
H -16.522 38.338 5.409
O -16.907 34.755 3.280
H -16.362 34.032 3.589
H -16.313 35.506 3.247
O -12.108 40.805 0.366
H -12.077 41.713 0.668
H -12.961 40.484 0.658
O -10.274 35.335 1.541
H -9.811 35.378 0.704
H -11.159 35.639 1.342
O -14.513 42.422 3.354
H -15.014 41.849 2.773
H -14.844 43.301 3.167
O -16.483 40.905 0.654
H -16.490 40.066 1.115
H -17.408 41.117 0.528
O -9.503 35.370 4.047
H -8.694 34.910 3.824
H -10.056 35.273 3.272
O -11.415 39.299 4.337
H -12.086 39.710 4.881
H -11.870 38.582 3.895
O -9.965 31.952 3.689
H -10.556 32.705 3.716
H -9.170 32.285 3.273
O -14.352 42.599 0.160
H -14.409 42.743 -0.784
H -15.175 42.165 0.387
```

Multiplicity: 1
M, g mol⁻¹: 439.06
Lowest unoccupied orbital energy, Eh: 0.0428
HOMO level, eV: -7.8
Charge: -1

*b*
The following is a DFT calculation (ωB97M-V with the def2-TZVPD basis set) of 15 unconnected molecules or ions with the total composition C4H28BO22.

Structure (XYZ):
```
55
Properties=species:S:1:pos:R:3
O -1.966 1.239 4.121
C -1.345 1.115 3.066
O -1.239 0.054 2.362
B -0.262 0.210 1.254
O 0.238 1.590 1.521
C -0.342 2.083 2.594
O -0.115 3.141 3.092
O -0.795 0.150 -0.137
C -0.211 -0.950 -0.841
O -0.521 -1.441 -1.884
C 0.831 -1.517 0.128
O 0.844 -0.799 1.234
O 1.505 -2.464 -0.198
O 1.781 3.876 -4.187
H 0.994 3.342 -4.303
H 1.509 4.579 -3.598
O -3.652 4.654 -2.271
H -2.765 4.782 -1.934
H -3.810 3.714 -2.181
O 0.023 7.184 -1.043
H 0.247 7.077 -0.118
H -0.254 8.097 -1.119
O 3.327 -7.910 -4.390
H 3.213 -7.231 -3.725
H 2.563 -8.478 -4.286
O -3.025 -7.082 -6.599
H -3.251 -7.960 -6.905
H -2.392 -7.228 -5.895
O -0.681 5.573 8.884
H -0.884 5.562 7.949
H -0.077 4.841 9.007
O 4.025 4.450 6.533
H 3.227 4.346 6.015
H 4.091 3.639 7.038
O -1.364 1.490 -7.070
H -0.710 1.211 -7.712
H -1.653 0.678 -6.654
O 3.941 -1.411 5.522
H 4.608 -1.765 4.933
H 3.111 -1.598 5.084
O 3.431 -2.141 -6.329
H 3.546 -1.549 -7.073
H 2.591 -1.887 -5.948
O 1.716 -5.310 -9.219
H 2.355 -6.019 -9.151
H 1.477 -5.116 -8.312
O -6.212 -0.327 -0.015
H -5.514 -0.872 0.347
H -7.011 -0.658 0.393
O 3.122 -8.000 3.044
H 3.242 -7.470 2.257
H 3.573 -7.513 3.733
O -5.282 5.043 11.016
H -5.230 5.814 11.580
H -4.568 5.157 10.388
```

Multiplicity: 1
M, g mol⁻¹: 439.06
Lowest unoccupied orbital energy, Eh: 0.0595
HOMO level, eV: -7.5
Charge: -1

*c*
The following is a DFT calculation (ωB97M-V with the def2-TZVPD basis set) of 15 unconnected molecules or ions with the total composition C4H28BO22.

Structure (XYZ):
```
55
Properties=species:S:1:pos:R:3
O -1.108 -1.183 3.217
C -0.551 -0.540 2.331
O -0.763 -0.690 1.046
B -0.023 0.258 0.267
O 0.767 0.987 1.287
C 0.420 0.640 2.528
O 0.805 0.939 3.656
O -0.929 1.161 -0.491
C -0.565 1.223 -1.755
O -1.080 1.908 -2.635
C 0.575 0.196 -1.914
O 0.805 -0.332 -0.782
O 1.160 0.043 -2.991
O -3.508 -0.299 -0.019
H -3.349 -1.220 -0.227
H -2.687 0.141 -0.240
O -2.860 -0.518 -3.858
H -2.917 0.412 -3.638
H -3.752 -0.760 -4.107
O -3.043 -2.863 -0.582
H -3.182 -3.739 -0.223
H -2.092 -2.775 -0.641
O 4.023 0.063 -1.173
H 4.783 0.445 -1.611
H 3.363 -0.016 -1.861
O -0.660 -3.853 2.775
H -1.105 -3.019 2.924
H -0.181 -3.725 1.956
O 1.189 -3.413 5.227
H 0.792 -3.572 6.083
H 0.449 -3.228 4.648
O -2.075 5.002 -2.953
H -2.477 5.231 -2.115
H -2.340 4.095 -3.106
O 2.275 3.449 3.727
H 2.126 3.383 4.670
H 2.250 2.543 3.417
O 1.437 -2.699 1.091
H 2.385 -2.767 1.202
H 1.325 -2.180 0.294
O -1.147 1.706 -5.524
H -1.859 2.090 -5.012
H -0.753 1.059 -4.939
O -0.400 -0.937 6.692
H -1.023 -1.641 6.875
H -0.721 -0.539 5.882
O 3.746 2.207 0.520
H 3.527 1.319 0.235
H 3.019 2.745 0.207
O 1.484 -2.999 -2.928
H 1.736 -2.141 -3.268
H 0.547 -2.920 -2.748
O 0.704 4.053 -3.531
H 1.306 4.001 -4.274
H 0.156 3.272 -3.611
```

Multiplicity: 1
M, g mol⁻¹: 439.06
Lowest unoccupied orbital energy, Eh: 0.0642
HOMO level, eV: -8.3
Charge: -1

Q: Which of them is the most stable? A: *c*.

*a*
The following is a DFT calculation (ωB97M-V with the def2-TZVPD basis set) of 10 unconnected molecules or ions with the total composition C34H95N7O10.

Structure (XYZ):
```
146
Properties=species:S:1:pos:R:3
C -6.827 -5.202 -1.066
O -7.619 -5.474 -2.199
C -8.493 -6.541 -2.054
C -9.105 -6.874 -3.425
C -10.022 -5.698 -3.991
N -9.821 -8.151 -3.546
H -6.452 -4.182 -1.149
H -5.948 -5.838 -0.960
H -7.322 -5.322 -0.102
H -7.838 -7.341 -1.707
H -9.184 -6.338 -1.236
H -8.323 -7.004 -4.173
H -9.480 -4.763 -3.853
H -10.943 -5.588 -3.419
H -10.219 -5.771 -5.061
H -10.075 -8.225 -4.520
H -9.159 -8.896 -3.380
C 3.162 -5.613 1.135
O 4.249 -6.008 1.948
C 3.863 -6.615 3.152
C 5.079 -6.885 4.073
C 4.828 -7.788 5.356
N 5.700 -5.619 4.438
H 3.468 -4.850 0.419
H 2.341 -5.143 1.677
H 2.788 -6.508 0.638
H 3.182 -6.050 3.788
H 3.315 -7.509 2.853
H 5.892 -7.316 3.490
H 4.567 -8.819 5.114
H 3.965 -7.419 5.909
H 5.626 -7.880 6.094
H 6.535 -5.776 4.983
H 6.077 -5.288 3.561
C 6.569 4.755 0.748
O 6.725 6.125 1.042
C 6.938 7.005 -0.063
C 8.457 7.140 -0.449
C 9.289 7.938 0.632
N 8.488 7.981 -1.653
H 6.530 4.196 1.683
H 7.346 4.320 0.119
H 5.638 4.575 0.211
H 6.401 6.709 -0.964
H 6.592 8.007 0.190
H 8.811 6.159 -0.763
H 8.821 8.918 0.726
H 10.348 7.932 0.374
H 9.256 7.468 1.615
H 9.450 8.216 -1.849
H 8.176 7.485 -2.476
C -1.050 7.368 -1.452
O 0.115 7.803 -0.664
C 0.583 6.790 0.220
C 0.390 7.247 1.705
C 1.227 6.381 2.631
N -0.996 7.095 2.145
H -0.894 6.391 -1.909
H -1.353 8.051 -2.246
H -1.856 7.255 -0.727
H 0.107 5.831 0.013
H 1.629 6.583 -0.009
H 0.608 8.313 1.756
H 2.280 6.660 2.592
H 1.149 5.309 2.453
H 0.956 6.600 3.664
H -1.220 6.111 2.133
H -1.550 7.617 1.482
C -4.425 3.124 3.009
O -3.521 3.743 3.900
C -3.544 3.071 5.187
C -2.603 3.768 6.140
C -2.463 3.155 7.516
N -2.951 5.173 6.347
H -4.401 3.726 2.101
H -5.391 2.937 3.477
H -4.161 2.125 2.660
H -4.564 3.012 5.569
H -3.195 2.060 4.977
H -1.610 3.836 5.695
H -3.407 3.224 8.058
H -1.749 3.712 8.123
H -2.090 2.133 7.577
H -3.898 5.134 6.696
H -3.065 5.526 5.408
C -1.245 -8.895 -8.068
O -1.594 -7.631 -7.400
C -0.591 -7.233 -6.453
C -0.970 -5.850 -5.850
C -0.752 -4.719 -6.921
N -0.162 -5.571 -4.692
H -1.942 -9.337 -8.780
H -1.031 -9.650 -7.312
H -0.275 -8.936 -8.562
H -0.623 -7.918 -5.605
H 0.390 -7.137 -6.918
H -1.989 -6.019 -5.501
H -1.254 -3.816 -6.574
H -1.248 -5.001 -7.850
H 0.308 -4.535 -7.096
H 0.804 -5.598 -4.986
H -0.413 -4.652 -4.356
C -0.695 -1.872 4.568
O 0.619 -1.431 4.415
C 1.372 -1.628 5.629
C 2.695 -0.866 5.570
C 2.487 0.616 5.636
N 3.264 -1.259 4.258
H -1.288 -1.573 5.432
H -0.730 -2.961 4.549
H -1.227 -1.530 3.679
H 0.815 -1.298 6.506
H 1.601 -2.681 5.790
H 3.369 -1.169 6.371
H 1.848 0.934 4.812
H 3.450 1.115 5.520
H 2.006 0.968 6.548
H 3.550 -2.218 4.395
H 2.576 -1.248 3.519
C -0.309 1.070 -0.694
C -0.579 -0.466 -0.906
O -0.515 -0.565 -2.327
H 0.714 1.269 -1.014
H -0.427 1.260 0.373
H -0.981 1.711 -1.265
H -1.550 -0.782 -0.522
H 0.195 -0.947 -0.309
H -1.215 -0.024 -2.701
C 3.329 4.547 -4.584
C 3.698 5.207 -5.926
O 4.469 6.359 -5.609
H 4.186 4.346 -3.940
H 2.977 3.535 -4.785
H 2.521 5.116 -4.124
H 2.813 5.562 -6.454
H 4.293 4.605 -6.612
H 5.371 6.108 -5.818
C -5.888 0.453 -4.088
C -4.897 1.396 -3.456
O -3.773 1.375 -4.276
H -6.177 0.860 -5.057
H -6.771 0.440 -3.449
H -5.588 -0.591 -4.175
H -4.560 0.961 -2.515
H -5.277 2.365 -3.131
H -3.913 1.925 -5.050
```

Multiplicity: 1
M, g mol⁻¹: 762.17
Lowest unoccupied orbital energy, Eh: 0.0050
HOMO level, eV: -8.8

*b*
The following is a DFT calculation (ωB97M-V with the def2-TZVPD basis set) of 10 unconnected molecules or ions with the total composition C34H95N7O10.

Structure (XYZ):
```
146
Properties=species:S:1:pos:R:3
C -2.246 -1.509 8.917
O -3.720 -1.729 8.819
C -4.349 -1.377 10.028
C -5.726 -2.045 10.202
C -6.575 -1.764 11.454
N -5.366 -3.499 10.306
H -2.066 -0.830 9.752
H -1.947 -1.074 7.963
H -1.780 -2.490 9.005
H -3.762 -1.769 10.859
H -4.349 -0.296 10.168
H -6.360 -1.799 9.350
H -7.442 -2.424 11.486
H -6.883 -0.718 11.458
H -6.043 -1.790 12.405
H -4.729 -3.442 9.525
H -6.174 -4.044 10.045
C -3.097 9.918 10.892
O -2.862 9.289 9.651
C -1.598 9.598 9.136
C -1.603 8.587 7.986
C -1.771 7.097 8.430
N -0.374 8.723 7.225
H -4.168 9.848 11.086
H -2.988 11.002 10.880
H -2.580 9.332 11.651
H -1.489 10.621 8.776
H -0.726 9.534 9.786
H -2.336 8.908 7.247
H -1.841 6.407 7.589
H -2.582 6.968 9.146
H -0.907 6.820 9.034
H -0.147 9.640 6.866
H -0.369 8.055 6.468
C 6.870 -2.691 -4.477
O 6.641 -3.626 -5.495
C 7.705 -4.065 -6.307
C 8.537 -3.066 -7.212
C 7.739 -2.728 -8.521
N 9.912 -3.490 -7.460
H 6.985 -1.633 -4.713
H 7.780 -2.932 -3.928
H 6.061 -2.692 -3.747
H 8.393 -4.592 -5.646
H 7.343 -4.856 -6.964
H 8.576 -2.112 -6.686
H 8.155 -1.835 -8.986
H 6.688 -2.540 -8.300
H 7.747 -3.518 -9.271
H 9.786 -4.293 -8.061
H 10.501 -2.810 -7.918
C 4.367 3.941 4.467
O 4.284 5.080 3.714
C 5.003 6.168 4.330
C 5.014 7.408 3.367
C 5.942 7.258 2.107
N 5.373 8.521 4.229
H 3.858 3.133 3.942
H 3.713 4.193 5.302
H 5.398 3.671 4.697
H 4.584 6.477 5.288
H 5.976 5.783 4.634
H 4.058 7.639 2.898
H 5.672 6.335 1.593
H 6.957 7.050 2.446
H 5.922 8.058 1.367
H 6.360 8.724 4.297
H 5.023 8.414 5.171
C -3.314 -4.075 -6.192
O -4.006 -5.278 -5.978
C -5.370 -5.106 -5.614
C -6.042 -6.457 -5.392
C -6.284 -7.304 -6.619
N -7.312 -6.443 -4.679
H -3.319 -3.490 -5.273
H -3.815 -3.483 -6.958
H -2.313 -4.284 -6.568
H -5.493 -4.631 -4.640
H -5.934 -4.528 -6.346
H -5.374 -7.047 -4.764
H -6.993 -8.130 -6.549
H -5.378 -7.688 -7.088
H -6.739 -6.536 -7.244
H -7.806 -5.562 -4.696
H -7.005 -6.549 -3.723
C 2.022 -6.704 -1.343
O 1.398 -7.632 -2.282
C 2.016 -7.573 -3.608
C 1.747 -8.844 -4.364
C 2.163 -8.801 -5.885
N 0.309 -8.915 -4.524
H 2.047 -5.646 -1.602
H 3.039 -6.919 -1.016
H 1.385 -6.804 -0.464
H 1.715 -6.668 -4.136
H 3.105 -7.546 -3.551
H 2.117 -9.729 -3.847
H 2.017 -7.791 -6.268
H 1.739 -9.533 -6.572
H 3.252 -8.771 -5.932
H 0.035 -8.670 -3.583
H -0.019 -8.062 -4.955
C 4.913 2.489 -11.396
O 4.385 2.324 -10.107
C 3.764 3.418 -9.511
C 3.458 3.265 -8.001
C 4.734 3.293 -7.221
N 2.791 1.993 -7.898
H 4.037 2.610 -12.034
H 5.497 1.601 -11.639
H 5.439 3.430 -11.554
H 4.556 4.157 -9.628
H 2.900 3.811 -10.047
H 2.830 4.083 -7.646
H 5.260 2.385 -7.515
H 4.439 3.306 -6.172
H 5.401 4.137 -7.398
H 3.080 1.418 -8.676
H 3.040 1.558 -7.022
C -5.306 -3.621 1.111
C -5.007 -5.104 1.384
O -6.088 -5.896 0.945
H -6.377 -3.454 1.222
H -4.940 -3.378 0.113
H -4.682 -2.940 1.692
H -4.720 -5.324 2.412
H -4.182 -5.532 0.816
H -5.704 -6.746 0.718
C -0.014 1.141 -0.072
C -0.787 1.949 0.980
O -0.162 3.270 1.119
H -0.095 1.626 -1.045
H -0.446 0.160 -0.267
H 1.042 0.970 0.141
H -0.751 1.421 1.933
H -1.822 1.978 0.642
H 0.749 3.347 1.413
C -7.107 4.352 3.352
C -8.039 3.409 2.677
O -9.372 3.798 3.095
H -7.519 5.298 3.002
H -6.043 4.232 3.150
H -7.172 4.484 4.432
H -7.823 2.386 2.984
H -8.025 3.555 1.596
H -9.690 4.417 2.434
```

Multiplicity: 1
M, g mol⁻¹: 762.17
Lowest unoccupied orbital energy, Eh: 0.0112
HOMO level, eV: -8.8

Q: Which of them is the most stable? A: *a*.

*a*
The following is a DFT calculation (ωB97M-V with the def2-TZVPD basis set) of a molecular structure, C3H2O3Rh.

Structure (XYZ):
```
9
Properties=species:S:1:pos:R:3
O 2.950 -3.332 0.273
C 2.729 -2.211 0.215
O 2.575 -1.048 0.195
O -0.140 0.885 0.167
C -1.297 1.393 0.347
C -2.484 1.249 -0.249
H -3.278 1.980 -0.094
H -2.638 0.471 -1.011
Rh 1.585 0.613 0.157
```

Multiplicity: 6
M, g mol⁻¹: 188.95
Lowest unoccupied orbital energy (alpha / beta), Eh: -0.3384 / -0.4935
HOMO level (alpha / beta), eV: -19.0 / -21.2
Charge: +2

*b*
The following is a DFT calculation (ωB97M-V with the def2-TZVPD basis set) of a molecular structure, C3H2O3Rh.

Structure (XYZ):
```
9
Properties=species:S:1:pos:R:3
C 1.523 -0.667 -0.734
C 0.486 -0.089 -1.241
O -0.681 0.185 -1.097
C -1.122 -0.127 1.387
O -0.254 -0.711 1.929
O -1.709 0.841 1.053
H 2.545 -0.428 -1.022
Rh -2.053 1.910 -0.737
H 1.266 -0.915 0.461
```

Multiplicity: 6
M, g mol⁻¹: 188.95
Lowest unoccupied orbital energy (alpha / beta), Eh: -0.4608 / -0.5357
HOMO level (alpha / beta), eV: -16.3 / -21.6
Charge: +2

Q: Which of them is the most stable? A: *a*.